Density functional theory data (ωB97M-V/def2-TZVPD) for the molecule C5H8O.

Properties
Frontier orbital gap: 0.3889 Eh
Relative energy (zero: lowest compared OMol25 entry of this formula, charge and spin): 55.6 kcal/mol
Structure (SMILES): CC#CCOC
E_HOMO: -0.3526 hartree
Calculated total energy: -270.4692 a.u.

```
! wB97M-V def2-TZVPD RIJCOSX def2/J DEFGRID3
* xyz 0 1
C 2.73788 0.65919 0.16374
C 1.47541 -0.00391 -0.17486
C 0.44229 -0.56110 -0.45584
C -0.82396 -1.25538 -0.76425
O -1.90872 -0.82597 0.02312
C -2.34137 0.46938 -0.31645
H 3.38932 -0.00214 0.74470
H 3.28138 0.96121 -0.73758
H 2.55356 1.55703 0.76264
H -0.71273 -2.32530 -0.56563
H -1.05833 -1.14016 -1.83516
H -2.76403 0.49421 -1.33329
H -3.12067 0.74634 0.39672
H -1.52274 1.20069 -0.25731
*
```